[1]
The following is a quantum chemistry calculation of a molecular structure, C48H53As2N7S2V in a non-equilibrium geometry, from the Open Molecules 2025 dataset.

E_LUMO (alpha / beta) = -5.655 / -5.546 eV
max |F| = 1.21 eV Å⁻¹
frontier orbital gap (alpha / beta) = 5.959 / 7.469 eV
net charge = +2
energy relative to the best compared isomer or geometry (same formula, charge and spin) = 0.00 kcal/mol
2S+1 = 4

Geometry as XYZ:
```
113
C48H53As2N7S2V | the Open Molecules 2025 dataset | wB97M-V/def2-TZVPD
V -0.4772 1.0832 0.5043
C 1.2368 2.7812 5.4545
N 1.4474 2.3015 4.0881
C 2.7663 1.7437 3.7783
C 0.4860 2.2891 3.1501
N 0.7026 2.1419 1.8681
N -0.8061 2.4430 3.6322
C -1.9814 2.3068 2.9133
N -3.0771 2.7201 3.5823
N -1.9943 1.7959 1.7308
H 2.1755 3.1850 5.8263
H 0.9182 1.9832 6.1296
H 0.5221 3.6014 5.4808
H 3.1992 1.3652 4.7029
H 3.4400 2.4893 3.3541
H 2.6704 0.9091 3.0855
H 1.7006 2.1400 1.7003
H -0.9054 2.5297 4.6267
H -3.0115 3.2581 4.4274
H -3.9803 2.6645 3.1465
H -2.9287 1.8098 1.3420
S -0.1519 -0.7904 2.0110
C -0.5620 -2.1932 1.1617
N -0.6136 -3.3886 1.7288
C -0.9242 -4.5780 0.9295
C -0.3354 -4.4151 -0.4357
N -0.8629 -3.1861 -1.0353
C -1.1933 -3.1938 -2.4768
C -2.0370 -4.3821 -2.8507
C -3.3682 -4.4321 -2.4425
C -4.1521 -5.5352 -2.7468
C -3.6091 -6.5965 -3.4640
C -2.2853 -6.5487 -3.8792
C -1.5000 -5.4442 -3.5680
C -0.8906 -2.0826 -0.2869
S -1.2994 -0.5634 -0.9084
C -0.3913 -3.6271 3.1573
C 0.9760 -4.2172 3.4187
C 1.1039 -5.2849 4.2982
C 2.3555 -5.8215 4.5770
C 3.4870 -5.2978 3.9674
C 3.3635 -4.2344 3.0790
C 2.1139 -3.6940 2.8074
H -2.0056 -4.7175 0.8741
H -0.4847 -5.4419 1.4233
H -0.6003 -5.2601 -1.0638
H 0.7543 -4.3520 -0.3719
H -0.2639 -3.1799 -3.0496
H -1.7290 -2.2754 -2.6844
H -3.7956 -3.5954 -1.8955
H -5.1895 -5.5651 -2.4359
H -4.2210 -7.4577 -3.7038
H -1.8635 -7.3695 -4.4460
H -0.4662 -5.4035 -3.8987
H -1.1611 -4.3241 3.4914
H -0.5343 -2.6928 3.6879
H 0.2209 -5.7051 4.7704
H 2.4439 -6.6548 5.2626
H 4.4616 -5.7191 4.1800
H 4.2443 -3.8268 2.5968
H 2.0256 -2.8575 2.1186
C 0.0051 3.1235 -2.4763
C 1.3176 3.1786 -1.7013
As 1.6591 1.3882 -0.9564
C 2.2561 0.5081 -2.5703
C 3.5204 0.7909 -3.0808
C 3.9159 0.2405 -4.2910
C 3.0518 -0.5868 -4.9998
C 1.7891 -0.8653 -4.4959
C 1.3903 -0.3212 -3.2793
C 3.3348 1.6652 -0.0363
C 3.7850 2.9367 0.3045
C 4.9965 3.0906 0.9728
C 5.7474 1.9754 1.3142
C 5.2924 0.7012 0.9851
C 4.0903 0.5462 0.3119
As -1.4029 2.6978 -1.1782
C -2.9009 2.2054 -2.2825
C -2.8933 2.4291 -3.6544
C -4.0000 2.0826 -4.4212
C -5.1142 1.5152 -3.8202
C -5.1232 1.2855 -2.4495
C -4.0168 1.6256 -1.6858
C -1.8787 4.4571 -0.5389
C -2.7885 5.2627 -1.2168
C -3.0413 6.5493 -0.7593
C -2.3859 7.0338 0.3667
C -1.4797 6.2300 1.0455
C -1.2299 4.9389 0.5970
H 0.0305 2.3398 -3.2326
H -0.2161 4.0663 -2.9653
H 1.2377 3.8839 -0.8726
H 2.1565 3.4755 -2.3226
H 4.2009 1.4348 -2.5386
H 4.9012 0.4606 -4.6845
H 3.3642 -1.0100 -5.9469
H 1.1102 -1.5015 -5.0527
H 0.4048 -0.5363 -2.8925
H 3.2191 3.8160 0.0272
H 5.3561 4.0838 1.2138
H 6.6937 2.0967 1.8269
H 5.8856 -0.1686 1.2393
H 3.7523 -0.4442 0.0370
H -2.0346 2.8787 -4.1342
H -3.9911 2.2615 -5.4887
H -5.9777 1.2519 -4.4191
H -5.9909 0.8406 -1.9792
H -4.0308 1.4228 -0.6230
H -3.3046 4.8915 -2.0934
H -3.7521 7.1754 -1.2842
H -2.5804 8.0411 0.7143
H -0.9668 6.6108 1.9209
H -0.5267 4.3069 1.1255
```

[2]
The following is a quantum chemistry calculation of a molecular structure, C48H53BBrN3O4P2Y in a non-equilibrium geometry, from the Open Molecules 2025 dataset.

E_LUMO = -2.239 eV
max |F| = 3.89 eV Å⁻¹
frontier orbital gap = 7.984 eV
net charge = +1
energy relative to the best compared isomer or geometry (same formula, charge and spin) = 5.93 kcal/mol

Geometry as XYZ:
```
113
C48H53BBrN3O4P2Y | the Open Molecules 2025 dataset | wB97M-V/def2-TZVPD
Y 0.1722 0.0983 -1.0224
C 3.5733 -0.3085 -1.8643
O 2.5790 0.7287 -1.6932
C 2.9985 2.0268 -1.6311
C 4.3174 2.4110 -1.5828
C 4.6145 3.7702 -1.5268
Br 6.4131 4.3033 -1.4566
C 3.6224 4.7174 -1.5190
C 2.2837 4.3199 -1.5657
C 1.9785 2.9650 -1.6178
O 0.7019 2.5033 -1.6551
C 1.1766 5.2943 -1.5635
N -0.0864 4.9357 -1.6060
C -0.8351 6.1195 -1.5846
C -2.2149 6.3213 -1.6024
C -2.6725 7.6241 -1.5671
C -1.7789 8.7100 -1.5136
C -0.4120 8.5182 -1.4933
C 0.0302 7.1980 -1.5307
N 1.3107 6.6400 -1.5171
H 4.1733 -0.0819 -2.7410
H 3.0197 -1.2235 -2.0111
H 4.1965 -0.3758 -0.9762
H 5.1163 1.6815 -1.5853
H 3.8904 5.7663 -1.4734
H 0.0707 3.3260 -1.6515
H -2.9023 5.4812 -1.6401
H -3.7384 7.8186 -1.5793
H -2.1723 9.7189 -1.4857
H 0.2752 9.3554 -1.4509
H 2.1778 7.1466 -1.4895
C -3.5941 -1.5412 -1.2152
C -3.6773 -0.4560 -2.2941
P -2.5426 0.9165 -1.9393
C -3.1596 1.5849 -0.3474
C -4.6384 1.9653 -0.2774
C -2.8841 2.2418 -3.1584
C -4.2323 2.1863 -3.8787
H -4.1616 -2.4259 -1.5062
H -3.9986 -1.1919 -0.2617
H -2.5699 -1.8735 -1.0420
H -4.6907 -0.0685 -2.3802
H -3.4008 -0.8574 -3.2703
H -2.5282 2.4488 -0.1229
H -2.9190 0.8506 0.4240
H -4.8868 2.7508 -0.9967
H -4.8887 2.3425 0.7167
H -5.2891 1.1090 -0.4756
H -2.0754 2.2286 -3.8887
H -2.7701 3.1805 -2.6110
H -4.3378 1.2745 -4.4695
H -4.3151 3.0312 -4.5666
H -5.0768 2.2360 -3.1891
N 0.5173 -1.6478 -2.0248
P 0.5239 -3.2106 -1.8532
C -0.7363 -3.7962 -0.6910
C -1.7253 -4.7133 -1.0356
C -2.7159 -5.0640 -0.1193
C -2.7356 -4.4948 1.1457
C -1.7617 -3.5661 1.4994
C -0.7732 -3.2228 0.5897
C 2.1079 -3.8100 -1.2134
C 2.8396 -4.8295 -1.8163
C 4.0732 -5.2196 -1.2956
C 4.5912 -4.5885 -0.1746
C 3.8828 -3.5487 0.4214
C 2.6589 -3.1602 -0.0985
C 0.2151 -4.1118 -3.3933
C -0.0215 -3.3632 -4.5480
C -0.2835 -4.0010 -5.7588
C -0.3093 -5.3872 -5.8275
C -0.0718 -6.1449 -4.6836
C 0.1864 -5.5096 -3.4768
H -1.7513 -5.1446 -2.0283
H -3.4781 -5.7806 -0.4027
H -3.5087 -4.7696 1.8544
H -1.7689 -3.1107 2.4842
H -0.0404 -2.4951 0.8989
H 2.4644 -5.3224 -2.7058
H 4.6294 -6.0170 -1.7749
H 5.5494 -4.8961 0.2305
H 4.2864 -3.0382 1.2896
H 2.1488 -2.3325 0.3706
H 0.0079 -2.2827 -4.4840
H -0.4653 -3.4125 -6.6507
H -0.5124 -5.8819 -6.7712
H -0.0887 -7.2283 -4.7341
H 0.3637 -6.1113 -2.5909
C 1.9110 -2.1812 7.0486
C 1.2107 -0.8278 7.1873
C 2.1542 0.1293 7.9320
C -0.0660 -1.0326 8.0174
C 0.8448 -0.2213 5.8201
C 0.1913 1.0221 5.7665
C -0.1817 1.6324 4.5669
C 0.1237 0.9535 3.4101
O -0.1388 1.3122 2.0963
B 0.3620 0.2697 1.2789
O 0.9341 -0.7128 2.1460
C 0.7613 -0.2514 3.4427
C 1.1356 -0.8706 4.6166
H 2.1416 -2.5695 8.0446
H 2.8559 -2.1005 6.4978
H 1.2792 -2.9216 6.5439
H 2.4517 -0.3032 8.8935
H 1.6780 1.0940 8.1343
H 3.0605 0.3163 7.3473
H 0.1783 -1.4888 8.9829
H -0.7668 -1.6930 7.4966
H -0.5778 -0.0851 8.2162
H -0.0363 1.5370 6.6945
H -0.6866 2.5932 4.5478
H 1.6399 -1.8296 4.5869
```

[3]
The following is a quantum chemistry calculation of 2 unconnected molecules or ions with the total composition C48H54F3N3O5 in a non-equilibrium geometry, from the Open Molecules 2025 dataset.

E_LUMO = -0.460 eV
max |F| = 3.14 eV Å⁻¹
frontier orbital gap = 5.842 eV
energy relative to the best compared isomer or geometry (same formula, charge and spin) = 15.08 kcal/mol

Geometry as XYZ:
```
113
C48H54F3N3O5 | the Open Molecules 2025 dataset | wB97M-V/def2-TZVPD
C -3.5118 -1.1307 -3.9931
C -3.5796 -1.9036 -2.6779
C -4.1013 -3.3303 -2.8126
C -4.3142 -1.1302 -1.5680
C -5.6890 -0.9455 -1.6246
C -6.3768 -0.3812 -0.5516
C -5.7262 -0.1590 0.6604
C -4.3562 -0.4035 0.7678
C -3.6190 -0.4567 2.1082
C -4.3971 -1.1646 3.2210
C -3.1236 0.9247 2.5034
C -3.6443 -0.7229 -0.4028
N -2.2555 -1.1172 -0.2933
N -2.0752 -2.4493 -0.0659
N -0.7515 -2.6027 0.1400
C -0.2673 -3.8994 0.5631
C -0.2329 -4.9620 -0.3582
C -0.8874 -4.8655 -1.7432
C -1.8840 -5.9973 -2.0330
C 0.1508 -4.7044 -2.8594
C 0.5118 -6.0913 -0.0156
C 1.1688 -6.1534 1.2162
C 0.9569 -5.1655 2.1823
C 0.1745 -4.0512 1.8827
C -0.1737 -2.9969 2.9323
C 1.0555 -2.3200 3.5284
C -1.0943 -3.4921 4.0487
C -0.1083 -1.3658 0.1593
C 1.3110 -1.2826 0.3189
C 1.9634 -0.1703 0.9218
C 3.3394 -0.1962 1.1208
C 4.0815 -1.1017 0.3680
C 5.5111 -0.8008 0.0292
F 6.1973 -1.9011 -0.3919
F 5.5748 0.1251 -0.9954
F 6.2033 -0.2720 1.0869
C 3.4878 -2.2239 -0.1943
C 2.1174 -2.3496 -0.1619
C -1.0552 -0.3775 -0.1103
C -0.9294 1.0029 -0.2400
H -3.0883 -0.1345 -3.8175
H -2.8660 -1.6441 -4.7162
H -4.5101 -1.0120 -4.4331
H -2.5597 -1.9992 -2.3008
H -4.0166 -3.8265 -1.8372
H -5.1572 -3.3642 -3.1083
H -3.5166 -3.9087 -3.5405
H -6.2246 -1.3011 -2.5025
H -7.4477 -0.2155 -0.6445
H -6.2909 0.1473 1.5395
H -2.7573 -1.1086 1.9167
H -4.8460 -2.0878 2.8345
H -3.7086 -1.4455 4.0301
H -5.1898 -0.5308 3.6384
H -2.4232 1.3162 1.7572
H -3.9777 1.6090 2.5842
H -2.6057 0.8976 3.4670
H -1.4734 -3.9406 -1.6855
H -2.6737 -5.9956 -1.2710
H -2.3555 -5.8306 -3.0102
H -1.4014 -6.9834 -2.0427
H 0.7978 -3.8362 -2.6730
H 0.7937 -5.5921 -2.9433
H -0.3453 -4.5575 -3.8273
H 0.5887 -6.9008 -0.7492
H 1.8159 -7.0039 1.4476
H 1.4036 -5.2382 3.1786
H -0.7405 -2.2453 2.3734
H 1.6696 -1.8424 2.7580
H 0.7491 -1.5407 4.2385
H 1.6845 -3.0454 4.0603
H -1.9557 -4.0296 3.6354
H -0.5643 -4.1427 4.7581
H -1.4653 -2.6140 4.5943
H 1.3833 0.7099 1.2056
H 3.8268 0.5007 1.7958
H 4.0713 -3.0029 -0.6593
H 1.6662 -3.2515 -0.5835
H 0.0583 1.4222 -0.2337
H -1.8244 1.5970 -0.3855
C 5.7335 5.8585 3.4927
O 5.5095 4.5324 2.9477
C 4.5209 4.4322 2.0070
C 4.4578 3.2206 1.2723
C 3.4103 3.0033 0.4004
C 2.3166 3.8951 0.2527
C 1.2554 3.6361 -0.7464
C 0.5781 4.6387 -1.3836
C 0.1288 4.5871 -2.8202
O -0.5501 3.7182 -3.3132
O 0.5503 5.6659 -3.5634
C 1.3259 6.6629 -2.8406
C 2.7313 6.1827 -2.5365
C 1.4278 7.9030 -3.7248
O 0.5993 7.0322 -1.6592
C 0.1778 5.9787 -0.8618
O -0.4795 6.1871 0.1344
C 2.4309 5.1171 0.9617
C 3.5269 5.4187 1.7650
H 6.4539 5.7250 4.3078
H 6.1101 6.5096 2.6867
H 4.7978 6.2955 3.8748
H 5.2619 2.4865 1.3900
H 3.4282 2.1251 -0.2377
H 1.2029 2.6489 -1.2166
H 2.7529 5.2442 -1.9748
H 3.2699 6.0207 -3.4762
H 3.2756 6.9396 -1.9562
H 0.4397 8.2354 -4.0529
H 1.9029 8.7044 -3.1509
H 2.0453 7.6647 -4.5962
H 1.6502 5.8716 0.8943
H 3.5824 6.4155 2.2090
```

[4]
The following is a quantum chemistry calculation of a molecular structure, C48H54N2O2PS4Sr in a non-equilibrium geometry, from the Open Molecules 2025 dataset.

E_LUMO = 2.200 eV
max |F| = 5.52 eV Å⁻¹
frontier orbital gap = 6.343 eV
net charge = -1

Geometry as XYZ:
```
112
C48H54N2O2PS4Sr | the Open Molecules 2025 dataset | wB97M-V/def2-TZVPD
Sr 1.4666 1.2511 0.5201
C 0.8530 1.4052 -4.8230
C 0.2080 0.0112 -4.8240
C -1.1405 -0.2242 -5.0912
C -2.0724 0.8527 -5.4861
C -1.6457 -1.5533 -4.9593
C -3.0441 -1.7783 -5.5905
C -0.8345 -2.6187 -4.5336
C -1.4507 -3.9689 -4.2736
C 0.5236 -2.3555 -4.3076
C 1.4194 -3.5382 -4.0244
C 1.0565 -1.0572 -4.5826
C 2.5337 -0.8106 -4.3315
H 1.7919 1.3701 -4.2969
H 0.2651 2.0896 -4.2701
H 0.9600 1.8832 -5.8579
H -3.0954 0.8987 -4.9324
H -2.3900 0.7242 -6.5470
H -1.6724 1.8392 -5.4661
H -3.3526 -2.8483 -5.7042
H -2.8636 -1.4002 -6.6116
H -3.8448 -1.1803 -5.0951
H -2.5521 -3.8797 -4.2681
H -1.0631 -4.4180 -3.3202
H -1.1622 -4.7952 -4.9759
H 2.3264 -3.5716 -4.6236
H 1.0039 -4.5467 -4.2731
H 1.8821 -3.6324 -3.0500
H 3.0615 -1.7844 -4.4026
H 2.8314 -0.3865 -3.3669
H 2.9674 -0.1606 -5.1392
C 1.8629 6.5178 1.2012
C 1.5178 5.1657 1.8023
C 2.7393 4.2724 1.9076
C 0.3595 4.4325 1.1282
C -0.9161 5.3424 1.0248
O -1.8811 4.6434 1.8067
C -1.2656 3.5982 2.4562
N -0.0628 3.3154 2.0908
C -2.0604 2.9394 3.5394
C -2.9338 3.7077 4.4116
C -3.5229 3.1196 5.4972
C -3.4950 1.7594 5.6576
C -2.7798 0.9990 4.7925
C -2.0265 1.5668 3.7309
P -1.0623 0.3831 2.5738
C -0.7713 -1.0844 3.6579
C -1.3142 -2.3380 3.4979
C -0.7960 -3.4869 4.3421
C 0.2038 -3.1936 5.2773
C 0.6073 -1.8756 5.4398
C 0.1418 -0.8147 4.5996
C -2.2334 -0.2732 1.3028
C -1.5292 -0.9064 0.2954
C -2.1887 -1.6577 -0.6483
C -3.5975 -1.6986 -0.7092
C -4.2541 -0.9332 0.2359
C -3.6149 -0.3415 1.3057
H 2.4045 7.1455 1.9064
H 1.0349 7.1350 0.8719
H 2.5918 6.4092 0.3807
H 0.9965 5.3681 2.8018
H 3.1274 3.9678 0.9364
H 2.4738 3.4232 2.5651
H 3.6050 4.9378 2.3216
H 0.6215 3.9640 0.1350
H -1.3122 5.2717 -0.0110
H -0.7408 6.2976 1.4217
H -2.9494 4.8204 4.3068
H -4.0507 3.6538 6.2448
H -3.8457 1.2511 6.5275
H -2.6903 -0.0318 4.9686
H -1.9829 -2.6017 2.7390
H -1.3055 -4.4385 4.3288
H 0.7581 -4.0122 5.8223
H 1.2843 -1.6450 6.2116
H 0.5555 0.2123 4.9273
H -0.4801 -0.8376 0.3198
H -1.5472 -2.1384 -1.4426
H -4.0764 -2.1935 -1.5460
H -5.3848 -1.0398 0.3202
H -4.0781 0.1494 2.1180
O 0.2361 6.7756 -2.6543
C 0.4806 5.6287 -2.4291
S -0.7064 4.3243 -2.4947
C 0.3434 3.0846 -2.0053
C 1.6234 3.3280 -1.8174
S 3.0087 2.2257 -1.5063
S 2.0962 4.9941 -2.1447
S -0.4314 1.5320 -1.6510
C 1.6329 -5.2719 -0.9345
N 1.8012 -4.5780 0.3013
C 0.7323 -4.8621 1.1970
C 2.1915 -3.1971 0.1001
C 2.5451 -2.4917 1.3723
C 3.3556 -3.1042 2.3158
C 3.8218 -2.2941 3.4367
C 3.6105 -0.9577 3.4622
C 2.8626 -0.4054 2.4431
C 2.2981 -1.0455 1.3327
H 1.4973 -6.4015 -0.7822
H 2.5485 -5.2033 -1.4964
H 0.7705 -4.8656 -1.4714
H 0.8284 -5.9628 1.6414
H -0.2462 -4.7725 0.6807
H 0.8705 -4.1543 2.0120
H 1.3776 -2.6033 -0.5108
H 3.0799 -3.2076 -0.5835
H 3.7582 -4.0953 2.2268
H 4.2817 -2.7850 4.2721
H 3.8729 -0.3252 4.2658
H 2.7560 0.6474 2.5367
```

no.,total energy (eV)
1,-230093.5954
2,-153636.0114
3,-73510.2316
4,-111193.5708